Entry 1:
{"formula": "C30H69ClFNO15S", "method": "ωB97M-V/def2-TZVPD", "smiles": "O=S(=O)(F)N(CCCO)CCCCl.COCCOCCOC.COCCOCCOC.COCCOCCOC.COCCOCCOC", "orbital_gap_ha": 0.33435, "e_lumo_ev": 0.222, "e_homo_ev": -8.88, "symbols": ["O", "S", "O", "F", "N", "C", "C", "C", "O", "C", "C", "C", "Cl", "H", "H", "H", "H", "H", "H", "H", "H", "H", "H", "H", "H", "H", "C", "O", "C", "C", "O", "C", "C", "O", "C", "H", "H", "H", "H", "H", "H", "H", "H", "H", "H", "H", "H", "H", "H", "C", "O", "C", "C", "O", "C", "C", "O", "C", "H", "H", "H", "H", "H", "H", "H", "H", "H", "H", "H", "H", "H", "H", "C", "O", "C", "C", "O", "C", "C", "O", "C", "H", "H", "H", "H", "H", "H", "H", "H", "H", "H", "H", "H", "H", "H", "C", "O", "C", "C", "O", "C", "C", "O", "C", "H", "H", "H", "H", "H", "H", "H", "H", "H", "H", "H", "H", "H", "H"], "positions_angstrom": [[-2.11554, -0.60977, 0.79744], [-0.69091, -0.99188, 0.93785], [0.00792, 0.09722, 1.62968], [-0.68631, -2.26487, 1.95839], [-0.07991, -1.36503, -0.59242], [-0.00994, -2.81398, -0.87628], [-1.45382, -3.40211, -0.96563], [-1.74048, -4.50155, 0.10247], [-1.87864, -5.80322, -0.44505], [1.16116, -0.63374, -0.90900], [2.49365, -1.32877, -0.50839], [2.59876, -1.78976, 0.96233], [3.08516, -0.44120, 2.08293], [0.42201, -2.93174, -1.88144], [0.63463, -3.39109, -0.19898], [-1.61967, -3.87380, -1.94613], [-2.21405, -2.61158, -0.88360], [-0.90654, -4.52063, 0.82984], [-2.62566, -4.23947, 0.69836], [-1.00898, -6.18805, -0.43884], [1.15892, 0.40172, -0.54881], [1.17215, -0.55268, -2.01103], [3.28500, -0.57329, -0.64723], [2.77045, -2.15092, -1.18710], [1.72485, -2.32087, 1.35387], [3.43540, -2.50121, 1.01416], [-2.45631, 2.36498, -0.59274], [-2.23829, 2.57127, -1.97571], [-1.47734, 1.52761, -2.56100], [-1.88903, 1.29391, -4.00343], [-3.12347, 0.60313, -4.14834], [-4.31297, 1.32922, -3.84945], [-4.65666, 2.40143, -4.86728], [-3.83822, 3.54846, -4.68856], [-3.62695, 4.25804, -5.88931], [-1.51227, 2.43694, -0.04285], [-3.13392, 3.14069, -0.23726], [-2.91982, 1.39206, -0.41242], [-1.59733, 0.59564, -1.99596], [-0.42060, 1.82993, -2.53008], [-1.14192, 0.63201, -4.45253], [-1.87758, 2.21784, -4.58149], [-4.28131, 1.73263, -2.83758], [-5.11163, 0.58424, -3.87355], [-5.70002, 2.71123, -4.72849], [-4.53663, 1.99351, -5.87702], [-3.21474, 3.60332, -6.66480], [-2.90447, 5.04815, -5.68823], [-4.56006, 4.71129, -6.24182], [5.28225, 5.64730, -0.05800], [4.26675, 5.40833, 0.89225], [3.90194, 6.57832, 1.61124], [2.42993, 6.55420, 1.98266], [1.55213, 6.83165, 0.89766], [1.39201, 5.81254, -0.08495], [0.60895, 4.60549, 0.39782], [1.41782, 3.77546, 1.21902], [0.66479, 3.06271, 2.18230], [6.22543, 5.90076, 0.43770], [5.41899, 4.73540, -0.63771], [4.99354, 6.45090, -0.74438], [4.10983, 7.47715, 1.02056], [4.50603, 6.60709, 2.52691], [2.26209, 7.36646, 2.69536], [2.15669, 5.62941, 2.49036], [2.35357, 5.52285, -0.50904], [0.81508, 6.28061, -0.88610], [0.28923, 4.01141, -0.46828], [-0.27802, 4.94471, 0.94430], [0.06213, 3.74613, 2.79217], [1.36279, 2.54327, 2.83824], [0.02076, 2.32714, 1.69821], [0.16624, -0.01159, 5.74958], [-0.79004, 1.02609, 5.81212], [-1.70320, 0.99030, 4.72376], [-3.07341, 1.48780, 5.14610], [-3.81660, 0.55573, 5.92507], [-3.39770, 0.35310, 7.27077], [-3.67938, 1.52641, 8.19201], [-2.73282, 2.56595, 7.99100], [-3.25905, 3.84288, 8.27673], [0.83641, 0.12926, 4.89471], [0.75003, 0.01574, 6.66901], [-0.32346, -0.98957, 5.68198], [-1.79436, -0.02635, 4.32687], [-1.30274, 1.64207, 3.93773], [-3.66244, 1.62748, 4.23545], [-3.01665, 2.46006, 5.63563], [-2.35082, 0.05248, 7.31411], [-3.99045, -0.49339, 7.62594], [-3.59516, 1.19648, 9.23535], [-4.69741, 1.88955, 8.01343], [-4.17051, 4.02998, 7.69885], [-2.51355, 4.58367, 7.99006], [-3.46892, 3.94582, 9.34735], [1.03477, -6.27495, -6.46594], [2.06838, -5.88548, -5.58376], [1.70903, -4.77920, -4.77298], [2.37640, -4.86627, -3.41199], [1.78609, -5.82237, -2.53790], [2.02447, -7.19928, -2.82608], [3.44788, -7.65018, -2.55513], [4.31804, -7.21658, -3.58957], [5.64004, -7.01166, -3.13880], [0.85734, -5.50156, -7.22017], [1.34786, -7.19151, -6.96308], [0.10960, -6.48047, -5.91685], [0.62224, -4.73079, -4.64041], [2.04617, -3.86851, -5.28454], [2.22987, -3.90236, -2.91401], [3.45306, -5.01262, -3.49674], [1.71189, -7.44604, -3.84012], [1.36953, -7.74844, -2.14551], [3.48124, -8.74623, -2.52747], [3.77364, -7.25858, -1.58500], [5.66313, -6.31472, -2.29396], [6.20902, -6.57532, -3.95863], [6.10351, -7.96135, -2.85080]], "atomic_forces_ev_per_a": [[2.612, -2.350, -0.212], [-3.761, 4.915, 1.715], [0.258, -2.823, -1.475], [0.510, 0.683, -1.601], [0.863, -0.430, 1.949], [-1.297, -0.517, -1.241], [-0.120, -0.653, 0.460], [0.553, 0.559, 0.421], [-0.570, 0.347, 0.046], [1.226, -0.103, -0.678], [-0.077, 0.671, 0.549], [0.929, -0.183, -0.343], [-0.373, -0.549, -0.457], [0.100, 0.424, 0.362], [-0.195, 0.295, 0.034], [0.191, 0.160, 0.283], [0.434, -0.071, -0.006], [-0.301, 0.098, -0.196], [0.020, -0.314, -0.408], [0.412, -0.363, -0.171], [-0.372, -0.431, 0.244], [-0.203, -0.069, 0.345], [-0.251, -0.246, -0.042], [-0.403, 0.054, 0.299], [0.090, 0.469, 0.030], [-0.291, 0.222, 0.091], [-0.029, 0.113, -0.115], [-0.198, -0.181, -0.015], [-0.077, 0.386, -0.069], [0.124, -0.221, 0.026], [-0.012, 0.137, 0.017], [-0.050, -0.121, -0.106], [0.067, 0.237, 0.356], [0.249, -0.172, -0.189], [-0.071, 0.051, 0.215], [-0.046, -0.123, 0.139], [0.080, 0.080, -0.074], [0.100, -0.028, 0.078], [-0.027, -0.019, -0.011], [0.112, -0.198, -0.065], [-0.044, -0.046, 0.038], [-0.080, 0.157, 0.165], [0.056, 0.209, -0.048], [0.043, -0.031, -0.062], [-0.107, -0.185, -0.092], [0.011, -0.025, -0.010], [-0.067, 0.001, -0.076], [-0.057, 0.001, 0.062], [0.030, -0.009, -0.141], [-0.097, -0.126, 0.183], [-0.105, 0.149, -0.301], [-0.053, -0.395, 0.123], [0.004, 0.236, 0.042], [0.086, -0.136, -0.012], [-0.181, 0.102, 0.010], [0.418, -0.223, -0.059], [-0.032, 0.249, 0.225], [0.099, 0.053, -0.136], [0.066, 0.083, -0.106], [0.007, -0.033, 0.079], [0.082, 0.067, 0.012], [-0.026, 0.007, -0.021], [-0.046, 0.216, 0.061], [0.009, 0.036, -0.072], [0.143, -0.159, -0.126], [0.037, -0.192, 0.113], [-0.044, 0.035, 0.062], [-0.192, 0.157, -0.093], [-0.020, 0.022, -0.005], [-0.057, 0.010, -0.012], [0.015, -0.044, -0.098], [-0.088, 0.037, 0.145], [-0.005, 0.246, 0.008], [-0.117, -0.334, 0.151], [0.111, 0.347, 0.212], [-0.065, -0.103, -0.227], [0.099, 0.077, 0.112], [-0.179, -0.030, -0.052], [0.435, -0.020, 0.016], [-0.193, 0.098, -0.258], [0.185, -0.121, 0.055], [0.024, -0.150, -0.041], [0.000, 0.082, -0.020], [0.036, -0.038, -0.091], [-0.022, -0.008, -0.012], [-0.167, -0.091, -0.206], [0.004, -0.093, 0.013], [0.203, -0.028, 0.128], [0.096, 0.200, 0.065], [-0.060, 0.035, -0.035], [-0.200, -0.118, 0.020], [-0.019, -0.007, -0.024], [-0.072, 0.016, 0.067], [0.038, -0.060, 0.041], [-0.113, 0.089, -0.013], [0.192, 0.041, 0.008], [-0.245, -0.184, 0.187], [0.385, -0.117, -0.144], [-0.175, 0.127, 0.059], [0.062, 0.013, -0.032], [-0.016, -0.037, 0.180], [-0.010, -0.059, -0.437], [-0.010, 0.328, 0.175], [-0.081, -0.120, -0.170], [-0.133, -0.024, -0.023], [0.076, 0.051, -0.008], [-0.058, 0.068, -0.043], [-0.012, -0.008, 0.032], [-0.122, 0.167, 0.138], [-0.053, -0.020, -0.011], [0.000, -0.157, -0.190], [0.194, 0.012, -0.093], [0.017, 0.055, 0.048], [-0.104, -0.035, 0.213], [-0.012, 0.014, 0.023], [0.037, -0.053, 0.076], [-0.048, -0.065, -0.031], [0.079, 0.056, 0.103]]}

***

Entry 2:
{"formula": "C30H69N9O6", "method": "ωB97M-V/def2-TZVPD", "smiles": "CC1(C)CCCC(C)(C)N1O.CC1(C)CCCC(C)(C)N1O.CC1(C)CCCC(C)(C)N1O.NC(N)=O.NC(N)=O.NC(N)=O", "orbital_gap_ha": 0.29782, "e_lumo_ev": 0.361, "e_homo_ev": -7.74, "symbols": ["C", "C", "C", "C", "C", "C", "N", "O", "C", "C", "C", "H", "H", "H", "H", "H", "H", "H", "H", "H", "H", "H", "H", "H", "H", "H", "H", "H", "H", "H", "C", "C", "C", "C", "C", "C", "N", "O", "C", "C", "C", "H", "H", "H", "H", "H", "H", "H", "H", "H", "H", "H", "H", "H", "H", "H", "H", "H", "H", "H", "C", "C", "C", "C", "C", "C", "N", "O", "C", "C", "C", "H", "H", "H", "H", "H", "H", "H", "H", "H", "H", "H", "H", "H", "H", "H", "H", "H", "H", "H", "C", "O", "N", "N", "H", "H", "H", "H", "C", "O", "N", "N", "H", "H", "H", "H", "C", "O", "N", "N", "H", "H", "H", "H"], "positions_angstrom": [[11.62131, -20.98639, -15.58016], [10.34603, -20.80584, -14.74461], [9.29815, -20.32030, -15.79687], [7.82511, -20.54127, -15.45234], [7.56062, -21.99484, -15.08361], [8.51626, -22.56963, -13.97744], [9.95179, -22.20620, -14.22839], [10.75321, -22.74651, -13.26286], [8.00005, -22.12184, -12.61467], [8.34254, -24.12201, -14.14066], [10.44327, -19.80273, -13.55527], [12.36632, -21.57407, -15.04380], [12.08701, -20.01176, -15.72625], [11.43312, -21.57865, -16.47565], [9.47987, -19.27233, -16.03528], [9.47568, -20.82771, -16.74508], [7.12398, -20.24586, -16.23288], [7.61934, -19.86933, -14.61911], [7.76394, -22.63581, -15.94148], [6.53187, -22.14011, -14.75396], [8.65813, -22.62799, -11.90837], [8.09373, -21.04972, -12.44181], [7.01184, -22.50959, -12.36732], [8.62180, -24.44549, -15.14339], [9.04299, -24.65999, -13.50188], [7.37224, -24.51134, -13.83236], [10.86809, -20.24996, -12.65659], [9.49572, -19.40669, -13.19002], [11.05905, -18.93161, -13.77901], [11.35064, -23.36219, -13.69368], [5.43134, -32.94933, -15.72332], [6.24041, -31.83223, -15.00911], [6.36554, -32.21979, -13.55383], [7.54769, -33.17479, -13.15576], [8.84162, -32.80349, -13.80343], [8.73837, -32.66758, -15.38266], [7.59490, -31.74641, -15.63170], [7.59137, -31.28856, -16.92445], [10.06228, -31.94814, -15.79600], [8.58292, -34.01878, -16.09261], [5.54807, -30.42751, -15.08811], [4.37826, -32.81215, -15.47773], [5.78308, -33.89381, -15.30818], [5.56090, -32.98849, -16.80488], [6.39911, -31.27068, -13.01889], [5.47880, -32.73465, -13.18409], [7.32461, -34.21734, -13.38248], [7.79353, -33.28222, -12.09929], [9.49883, -33.65243, -13.61511], [9.29815, -31.93266, -13.33298], [10.33720, -31.95163, -16.85075], [10.12674, -30.88707, -15.55505], [10.87138, -32.37454, -15.20301], [7.71054, -34.57147, -15.74391], [8.59022, -33.82622, -17.16544], [9.40388, -34.72224, -15.95384], [4.54870, -30.46794, -14.65484], [5.29778, -30.15101, -16.11232], [6.13282, -29.61061, -14.66521], [7.71805, -30.34978, -16.76882], [10.89404, -26.83292, -11.85801], [9.81051, -27.01072, -10.68805], [9.47837, -25.57098, -10.36516], [8.09580, -25.33765, -9.77043], [7.02877, -25.96721, -10.66183], [7.21292, -27.51859, -10.78442], [8.64042, -27.77587, -11.14089], [8.94900, -29.08523, -11.40894], [6.80237, -28.17511, -9.43105], [6.33779, -28.04337, -11.93314], [10.52571, -27.58019, -9.50809], [10.53981, -26.17423, -12.65094], [11.03269, -27.81555, -12.30892], [11.89214, -26.53387, -11.53790], [10.19048, -25.22779, -9.61467], [9.69778, -24.86585, -11.16688], [7.96229, -24.26458, -9.63328], [8.07162, -25.73807, -8.75692], [7.09970, -25.58280, -11.67932], [6.01659, -25.74176, -10.32600], [5.79551, -27.89704, -9.11960], [6.86622, -29.25477, -9.56642], [7.51316, -27.96606, -8.63156], [6.30260, -27.45473, -12.84986], [6.58083, -29.07366, -12.19303], [5.28202, -28.08478, -11.66530], [11.36797, -26.95577, -9.21011], [10.88406, -28.53794, -9.88547], [9.84025, -27.70322, -8.66959], [8.89717, -29.51552, -10.55234], [8.58232, -28.32905, -15.30476], [8.25026, -28.63016, -16.40627], [8.75096, -29.17599, -14.34678], [8.82310, -27.15331, -14.86868], [8.92134, -29.04954, -13.35932], [8.59001, -30.14862, -14.56632], [9.20100, -27.11664, -13.93276], [8.91044, -26.43568, -15.57401], [12.10922, -25.16651, -15.69755], [12.58481, -24.48568, -14.78835], [11.43708, -24.61264, -16.64037], [12.22734, -26.44932, -15.86811], [11.38292, -23.60832, -16.54817], [10.80506, -25.09207, -17.26550], [12.80950, -27.00628, -15.25903], [11.68268, -26.99840, -16.51770], [7.35493, -25.33443, -18.08646], [8.54571, -25.36159, -18.39187], [6.59193, -24.33805, -18.21224], [6.75490, -26.30745, -17.50463], [7.05866, -23.49535, -18.51574], [5.65072, -24.42452, -17.85624], [7.26123, -27.17638, -17.41146], [5.89732, -26.19272, -16.98355]], "atomic_forces_ev_per_a": [[0.628, -0.211, 1.546], [-1.168, -0.926, 0.566], [-0.501, -0.516, -0.275], [0.302, 0.135, 0.878], [1.426, 0.043, 0.281], [-0.924, -0.069, -0.922], [-2.071, 0.581, -2.771], [0.467, 0.558, 1.579], [1.012, -0.750, 0.652], [1.154, 0.394, 0.754], [0.407, -0.120, 0.020], [0.047, 0.008, 0.332], [-0.103, -0.025, -0.633], [-0.154, 0.600, -0.206], [0.119, 0.163, 0.285], [0.199, -0.289, -0.003], [0.290, 0.139, -0.300], [-0.362, -0.102, 0.322], [-0.296, 0.164, -0.401], [-0.003, -0.111, -0.012], [0.141, 0.229, 0.417], [-0.245, -0.042, -0.116], [-0.226, 0.271, -0.345], [-0.349, 0.294, -0.195], [0.193, 0.162, 0.295], [-0.279, 0.338, -0.333], [0.291, -0.359, -0.224], [-0.351, -0.137, -0.501], [0.080, 0.007, -0.260], [0.445, -0.385, -0.601], [-0.039, 0.488, 0.369], [0.318, -0.659, -1.641], [0.864, -0.487, 1.682], [-0.546, 0.323, -0.301], [0.214, -0.857, -1.582], [0.043, 1.041, 1.269], [0.878, 0.159, 2.405], [-0.628, -0.412, -0.996], [0.088, -0.029, -0.002], [0.396, -0.018, 0.023], [-0.270, -0.790, -0.848], [-0.149, -0.242, -0.094], [-0.258, -0.114, -0.083], [0.039, 0.298, 0.047], [0.407, -0.085, 0.488], [-0.404, 0.256, -0.314], [-0.347, -0.029, -0.562], [-0.701, 0.673, 0.419], [0.482, 0.102, -0.046], [-0.077, 0.265, -0.236], [-0.279, -0.561, -0.085], [-0.581, -0.006, 0.248], [0.147, -0.370, -0.222], [-0.186, 0.248, -0.337], [-0.570, -0.083, -0.053], [0.423, 0.281, 0.350], [0.120, -0.140, 0.616], [0.446, -0.117, -0.290], [0.072, -0.251, 0.211], [0.335, 0.947, -0.574], [-1.005, -1.643, 0.103], [1.149, 1.942, -1.465], [-0.552, 1.241, 0.894], [0.041, 0.013, -0.242], [0.413, -0.651, -0.178], [0.131, 0.882, 0.391], [-0.290, 2.405, -0.848], [-0.048, -0.897, 0.260], [0.695, -0.421, -0.747], [-0.648, -0.437, 0.168], [0.003, -1.172, 0.002], [0.017, 0.195, 0.201], [0.118, -0.221, -0.163], [-0.265, 0.325, 0.329], [0.174, -0.134, 0.121], [-0.536, -0.235, -0.479], [-0.241, 0.078, -0.199], [-0.190, -0.264, 0.065], [0.177, 0.271, -0.058], [-0.055, -0.185, 0.142], [0.057, -0.059, -0.096], [-0.381, -0.241, 0.083], [-0.070, 0.374, -0.002], [0.746, 0.235, 0.040], [0.236, 0.044, -0.025], [-0.091, 0.062, 0.532], [-0.068, -0.158, -0.064], [0.339, -0.355, 0.750], [0.116, -0.153, 0.180], [0.180, -0.733, 0.210], [0.256, -0.864, 1.603], [-1.310, -0.944, -4.414], [0.282, -5.099, 2.815], [0.695, 5.192, 0.274], [0.005, 0.683, -0.198], [-0.386, -0.169, -0.229], [0.037, 0.879, -0.367], [0.089, 0.338, 0.578], [0.832, 1.180, 1.779], [0.644, -0.231, 0.911], [-2.558, 2.980, -3.081], [1.117, -4.765, 0.720], [-0.492, -0.208, -0.171], [0.069, 0.155, -0.109], [-0.208, 0.372, 0.115], [0.109, 0.482, -0.068], [3.996, -1.460, 0.117], [0.910, 0.131, -0.498], [-2.736, 5.525, -1.268], [-1.640, -4.823, 2.122], [-0.782, 0.210, 0.124], [0.257, 0.868, -0.439], [-0.025, -0.227, 0.352], [0.283, -0.194, -0.260]]}

***

It is found that the relative energy (zero: lowest compared OMol25 entry of this formula, charge and spin) values, taken in the order of the records, are 0.00, 127.85 kJ/mol.